(1)
Formula: H20KrO10
Source: the Open Molecules 2025 dataset
Level of theory: the ωB97M-V functional and the def2-TZVPD basis

Geometry as XYZ:
```
31
Properties=species:S:1:pos:R:3:forces:R:3
Kr 0.074177 -0.068172 -0.281470 -0.01 -0.04 0.00
O -1.563966 -0.132589 -4.666856 0.05 0.24 -0.35
H -2.311419 0.435434 -4.480005 -0.14 0.15 -0.03
H -1.390148 -0.580584 -3.839018 0.09 -0.44 0.39
O -2.586737 2.370531 -0.008200 0.00 -0.14 0.23
H -3.398649 2.173885 -0.475494 -0.23 -0.02 -0.08
H -1.978353 2.651246 -0.691796 0.27 0.14 -0.14
O -1.915206 -3.199538 0.221614 0.06 0.21 0.07
H -1.891812 -4.123417 0.470889 -0.01 -0.50 -0.19
H -2.552031 -2.806067 0.818166 -0.50 0.24 0.02
O -1.950375 -2.107773 -2.423625 0.13 0.27 -0.50
H -2.863367 -1.837867 -2.324461 -0.26 -0.02 -0.03
H -1.666871 -2.326063 -1.535819 0.09 -0.19 0.33
O 2.791097 1.814476 -3.178873 0.22 -0.17 -0.42
H 2.021335 1.955705 -3.730011 -0.15 -0.04 -0.19
H 2.556671 2.201674 -2.335442 -0.07 0.15 0.69
O 2.147445 2.666492 -0.450059 -0.06 0.37 -0.71
H 2.334520 3.542282 -0.112071 -0.03 0.24 0.02
H 2.296889 2.084671 0.295179 -0.03 -0.55 0.60
O -0.434045 2.857506 2.542856 -0.18 0.28 0.09
H 0.188345 2.613785 3.228033 0.25 -0.08 0.10
H -0.530334 2.065858 2.013455 -0.06 -0.16 -0.24
O -0.148901 -3.155140 2.306972 0.36 -0.05 0.31
H -0.787234 -2.974544 1.616930 -0.02 0.15 -0.59
H -0.678393 -3.403902 3.064591 0.10 -0.01 0.40
O 2.070138 -1.505472 2.897693 0.40 0.62 0.04
H 2.873766 -1.866004 2.522966 0.28 -0.23 -0.01
H 1.367152 -1.894520 2.377425 -0.65 -0.55 0.00
O 2.409373 1.129421 1.910847 0.07 0.82 -0.32
H 3.320302 1.211708 2.193117 0.23 0.05 0.15
H 2.196631 0.206976 2.052466 -0.20 -0.75 0.37
```
Positions in Å, forces in eV/Å.

## Properties
gap between HOMO and LUMO	0.370	Ha
energy relative to the best compared isomer or geometry (same formula, charge and spin)	17.93	kcal/mol
multiplicity	1
electronic energy	-95729.6138	eV


(2)
Formula: CH3ClN2O2
Source: the Open Molecules 2025 dataset
Level of theory: the ωB97M-V functional and the def2-TZVPD basis

Geometry as XYZ:
```
9
Properties=species:S:1:pos:R:3:forces:R:3
C 1.455563 -0.160663 -0.033627 -2.02 -2.30 -2.65
N 0.152263 -0.474225 0.404351 -1.21 -1.97 0.36
N -0.796579 0.262402 0.206349 0.70 0.09 0.76
O -0.923815 1.407982 -0.141284 0.17 0.47 -0.49
O -2.006527 -0.446693 0.614597 -0.39 0.55 -0.63
Cl -3.170476 0.024497 -0.512808 -0.43 -0.35 0.35
H 1.699246 0.783358 0.168466 1.40 3.92 0.21
H 2.072424 -0.856044 0.375392 1.93 -1.63 1.96
H 1.517899 -0.540617 -1.081436 -0.15 1.22 0.13
```
Positions in Å, forces in eV/Å.

## Properties
gap between HOMO and LUMO	0.378	Ha
energy relative to the best compared isomer or geometry (same formula, charge and spin)	93.10	kcal/mol
multiplicity	1
electronic energy	-20676.9276	eV
SMILES	C/N=[N+](\[O-])OCl


(3)
Formula: C2H5NO3
Source: the Open Molecules 2025 dataset
Level of theory: the ωB97M-V functional and the def2-TZVPD basis

Geometry as XYZ:
```
11
Properties=species:S:1:pos:R:3:forces:R:3
C 1.960817 0.553187 0.171786 0.29 -0.17 -0.10
O 0.889421 0.352992 1.027107 0.98 0.66 0.86
O -0.615459 -0.476464 -0.158368 -0.26 -0.06 1.30
H -0.068506 -0.682271 0.732015 -1.10 0.56 -1.54
H 1.726615 1.249286 -0.642283 -0.09 -0.02 0.16
H 2.374711 -0.378098 -0.234867 -0.12 0.08 0.03
H 2.744014 1.025295 0.790147 -0.16 -0.03 -0.07
N -2.402455 -1.046817 -0.889112 -2.06 -0.78 -1.22
C -2.047444 -0.191123 0.056681 2.85 -0.43 0.80
O -2.495145 0.410267 0.968935 -0.32 0.11 -0.37
H -2.066569 -0.816253 -1.822040 0.00 0.09 0.13
```
Positions in Å, forces in eV/Å.

## Properties
gap between HOMO and LUMO (alpha / beta)	0.356 / 0.324	Ha
energy relative to the best compared isomer or geometry (same formula, charge and spin)	133.26	kcal/mol
multiplicity	1
electronic energy	-9782.4106	eV


- What is the formula in the third record?
  C2H5NO3


- electronic energy of number 2 (CH3ClN2O2)?
  -20676.9276 eV